Molecular formula: C62H152Cl6N10
Method: DFT, the ωB97M-V functional and the def2-TZVPD basis

Last column: Mulliken charge in e.
Geometry (Å):
C (-7.3000, 0.5259, -0.9354)  -1.645
C (-6.4554, -0.6700, -1.3279)  2.628
N (-7.2969, -1.7748, -1.7596)  0.170
C (-8.0368, -2.4081, -0.6284)  -1.072
C (-7.2183, -2.9783, 0.5537)  0.088
C (-6.7609, -2.6786, -2.8495)  -0.263
C (-6.7738, -1.9439, -4.1995)  -0.871
H (-6.5776, 1.3764, -0.8959)  0.392
H (-7.7911, 0.3884, 0.0254)  0.352
H (-8.0506, 0.6266, -1.6925)  0.442
H (-5.9106, -0.4384, -2.2835)  -1.698
H (-5.6835, -0.9289, -0.5664)  -0.704
H (-8.7164, -1.6154, -0.1973)  0.367
H (-8.6902, -3.2436, -1.0165)  0.376
H (-6.6521, -3.8683, 0.2095)  0.188
H (-6.5781, -2.2462, 1.0056)  -0.458
H (-7.9514, -3.1130, 1.3466)  0.398
H (-7.4564, -3.5181, -2.9373)  0.545
H (-5.7872, -3.0992, -2.7023)  -0.034
H (-7.7741, -1.5854, -4.5097)  0.389
H (-6.3279, -2.5413, -5.0248)  0.343
H (-6.2143, -0.9358, -4.1875)  0.169
C (2.2452, 2.8257, -2.0331)  -0.815
C (3.1716, 3.8254, -1.2399)  0.233
N (3.4302, 5.0648, -1.9767)  0.216
C (4.5367, 4.9333, -2.9862)  -0.175
C (5.0462, 6.2300, -3.6797)  -1.428
C (3.6389, 6.1594, -1.0296)  0.085
C (4.8476, 5.9369, -0.1480)  -1.275
H (1.8946, 1.9245, -1.4832)  0.170
H (2.6757, 2.5433, -3.0036)  0.242
H (1.3333, 3.3727, -2.2928)  0.059
H (2.5568, 3.9321, -0.3038)  -0.341
H (4.0853, 3.3384, -0.9212)  0.168
H (5.3841, 4.2876, -2.6895)  0.160
H (4.2250, 4.3372, -3.8652)  0.359
H (5.4067, 5.9664, -4.6900)  0.442
H (4.1877, 6.8261, -3.9987)  0.312
H (5.7561, 6.8584, -3.1358)  0.271
H (2.7019, 6.3032, -0.4337)  -0.330
H (3.7701, 7.1186, -1.5649)  0.643
H (4.8419, 5.0557, 0.5158)  -0.009
H (5.0976, 6.7915, 0.4816)  0.551
H (5.7245, 5.9892, -0.7638)  0.362
C (-5.5793, 0.2002, 3.5233)  -0.493
C (-5.3725, -0.5244, 4.8424)  -0.618
N (-6.1099, -1.8205, 5.0722)  -0.053
C (-5.9672, -2.7954, 4.0273)  0.369
C (-4.5783, -3.4633, 3.9781)  -1.079
C (-7.5583, -1.4868, 5.3312)  -0.390
C (-8.4475, -2.7493, 5.7462)  -1.144
H (-4.8128, 1.0028, 3.3081)  0.192
H (-6.5493, 0.5824, 3.3973)  0.436
H (-5.4739, -0.5133, 2.6627)  -0.052
H (-4.3574, -0.7538, 4.8794)  0.173
H (-5.6160, 0.1053, 5.6945)  0.416
H (-6.6626, -3.6164, 4.1434)  0.488
H (-6.1136, -2.3384, 3.0833)  -0.469
H (-4.4074, -4.2034, 4.7694)  0.386
H (-4.3811, -4.0749, 3.0771)  0.272
H (-3.8038, -2.7070, 4.0958)  -0.044
H (-8.0033, -1.0696, 4.4433)  0.255
H (-7.5660, -0.7430, 6.1179)  0.454
H (-9.1507, -3.0053, 4.9755)  0.317
H (-8.9472, -2.5583, 6.7330)  0.328
H (-7.7706, -3.6005, 5.8900)  0.322
C (4.8594, -5.2331, 3.6215)  -0.945
C (6.2376, -4.8641, 4.2667)  -0.724
N (6.4405, -5.2452, 5.6930)  -0.025
C (5.5628, -4.5418, 6.5991)  -0.606
C (6.1164, -4.5111, 8.0634)  -1.143
C (6.2112, -6.6787, 5.8396)  -0.369
C (7.1191, -7.5357, 4.9911)  -1.305
H (4.0409, -4.9674, 4.3541)  0.248
H (4.7859, -6.3125, 3.3645)  0.258
H (4.6612, -4.6572, 2.7141)  0.397
H (7.1549, -5.2562, 3.7049)  0.280
H (6.3245, -3.7540, 4.2739)  0.470
H (4.5533, -4.7984, 6.6329)  0.374
H (5.4608, -3.4776, 6.3212)  0.401
H (5.2826, -4.2779, 8.7337)  0.332
H (6.9252, -3.7820, 8.1600)  0.293
H (6.5656, -5.4462, 8.2978)  0.337
H (6.2353, -6.8525, 6.9162)  0.433
H (5.2104, -6.9537, 5.5103)  0.313
H (6.8773, -8.5877, 5.3197)  0.378
H (6.8561, -7.4289, 3.9541)  0.293
H (8.1958, -7.3452, 5.1136)  0.310
C (-0.6674, 4.9906, 2.0089)  -1.219
C (0.6412, 5.6955, 1.7750)  0.484
N (0.9296, 6.8114, 2.6772)  0.110
C (0.1373, 7.9484, 2.4359)  -0.840
C (0.2545, 8.6759, 1.1447)  -0.815
C (2.3674, 7.0849, 2.7282)  0.271
C (2.7672, 7.8654, 3.9397)  -1.857
H (-0.8723, 4.7778, 3.0850)  0.352
H (-0.6150, 4.0315, 1.5091)  -0.020
H (-1.5423, 5.5008, 1.5739)  0.346
H (1.4433, 4.9032, 1.8297)  0.135
H (0.6084, 6.1308, 0.7729)  -0.158
H (-0.9069, 7.6550, 2.5794)  0.396
H (0.3437, 8.7313, 3.2013)  0.395
H (-0.3046, 8.1594, 0.3995)  0.213
H (-0.1426, 9.6638, 1.1772)  0.460
H (1.3000, 8.8101, 0.8101)  0.144
H (2.7067, 7.5804, 1.8172)  -0.007
H (2.9435, 6.1590, 2.7876)  0.286
H (2.6784, 8.9266, 3.7644)  0.359
H (3.7790, 7.7178, 4.1382)  0.553
H (2.2116, 7.6766, 4.8347)  0.360
C (-0.9891, 1.1918, -2.1366)  0.461
C (-2.5019, 0.9899, -1.9199)  -1.761
N (-3.3715, 1.1782, -3.0990)  0.887
C (-3.4367, -0.0778, -3.9202)  1.819
C (-3.2547, 0.3107, -5.3593)  -1.230
C (-4.6954, 1.8853, -2.8413)  0.100
C (-4.7166, 3.1603, -3.5964)  -1.382
H (-0.7103, 2.2129, -2.0804)  0.433
H (-0.6512, 0.8594, -3.1662)  -0.503
H (-0.4608, 0.5373, -1.3398)  -0.428
H (-2.7186, 0.0292, -1.3805)  -0.150
H (-2.7895, 1.6250, -1.1429)  1.270
H (-2.5669, -0.6273, -3.5167)  -0.365
H (-4.4038, -0.5419, -3.7518)  -1.730
H (-3.9059, 1.1147, -5.7119)  0.450
H (-2.1596, 0.5684, -5.4497)  0.038
H (-3.4575, -0.5835, -5.9336)  0.350
H (-4.8123, 2.0002, -1.7181)  0.083
H (-5.4682, 1.1986, -3.1625)  0.424
H (-3.9088, 3.7835, -3.1799)  0.269
H (-5.6661, 3.6947, -3.5194)  0.434
H (-4.3489, 2.9265, -4.5539)  0.214
C (-4.0708, -6.3655, -5.7788)  -1.212
C (-3.0425, -5.2095, -5.6030)  -0.568
N (-3.1610, -4.5795, -4.2877)  0.765
C (-2.7927, -3.1891, -4.2377)  -0.343
C (-1.4573, -2.8113, -4.7975)  -0.201
C (-2.5441, -5.4289, -3.2369)  -0.224
C (-3.2760, -5.2474, -1.9239)  -0.901
H (-3.7114, -7.1900, -5.1774)  0.333
H (-4.2387, -6.7535, -6.7676)  0.431
H (-5.0359, -6.0810, -5.2848)  0.236
H (-2.0295, -5.5767, -5.8515)  0.243
H (-3.3721, -4.4558, -6.3664)  0.356
H (-3.6057, -2.6805, -4.7745)  0.100
H (-2.8596, -2.8759, -3.1598)  -0.381
H (-0.7413, -3.3335, -4.1580)  0.117
H (-1.2761, -3.0163, -5.9004)  0.193
H (-1.3101, -1.7311, -4.7039)  -0.003
H (-1.5330, -5.1001, -3.0982)  0.140
H (-2.6357, -6.5058, -3.5333)  0.405
H (-2.7851, -5.8101, -1.1738)  0.517
H (-4.3392, -5.5625, -1.9582)  0.270
H (-3.4583, -4.2396, -1.5889)  -0.208
C (6.0897, 1.2319, -2.0142)  -0.733
C (6.6985, 1.6223, -0.6810)  -0.994
N (5.9938, 1.1195, 0.5041)  0.822
C (6.4394, -0.2769, 0.7047)  -0.940
C (5.4462, -0.9922, 1.6007)  -0.718
C (6.2107, 1.9793, 1.6745)  -0.063
C (7.6293, 1.9105, 2.2631)  -1.209
H (6.7089, 1.4976, -2.8865)  0.368
H (5.0499, 1.6246, -2.1608)  -0.121
H (5.8496, 0.1700, -1.8940)  0.088
H (7.7404, 1.2119, -0.6835)  0.464
H (6.9289, 2.6793, -0.5674)  0.657
H (7.4492, -0.4507, 1.0687)  0.495
H (6.4540, -0.7020, -0.3205)  0.334
H (4.4671, -1.1233, 1.0982)  -0.211
H (5.2746, -0.5072, 2.5636)  0.343
H (5.8868, -1.9526, 1.8928)  0.392
H (5.8405, 2.9789, 1.2872)  -0.194
H (5.5103, 1.7889, 2.4764)  0.310
H (7.8956, 0.8844, 2.5091)  0.265
H (8.3227, 2.3363, 1.5593)  0.278
H (7.6593, 2.5641, 3.1318)  0.462
C (1.8935, -0.1694, 1.2553)  -0.472
C (0.8574, 0.6389, 1.9442)  -1.134
N (-0.1866, -0.0921, 2.7197)  1.307
C (0.4486, -0.8399, 3.8051)  -0.535
C (-0.5862, -1.4994, 4.7330)  -1.464
C (-1.2081, 0.9097, 3.1317)  0.155
C (-2.0072, 1.4302, 1.9492)  -0.506
H (2.4802, 0.3758, 0.5131)  0.510
H (1.3027, -0.9721, 0.7672)  -0.233
H (2.5370, -0.6215, 1.9789)  0.224
H (1.3187, 1.4259, 2.5772)  0.233
H (0.3520, 1.2630, 1.2436)  0.328
H (0.9235, -1.6994, 3.3016)  0.330
H (1.1806, -0.2591, 4.3700)  0.349
H (-1.3209, -0.8631, 5.1890)  0.410
H (-1.2156, -2.1926, 4.1702)  0.146
H (-0.1655, -2.0893, 5.5683)  0.434
H (-0.7448, 1.7341, 3.7537)  0.220
H (-1.9050, 0.3247, 3.8342)  -0.488
H (-2.8893, 1.8894, 2.2929)  0.916
H (-2.2371, 0.6060, 1.2393)  -0.350
H (-1.5455, 2.2041, 1.4363)  -0.178
C (1.1154, 0.2699, -5.5002)  -1.045
C (1.1778, -1.0394, -4.7886)  0.373
N (2.4960, -1.4125, -4.3679)  0.836
C (3.3402, -1.9718, -5.4448)  -0.430
C (4.7581, -1.7256, -5.2632)  -1.278
C (2.4844, -2.2500, -3.1943)  -1.420
C (2.3710, -1.5256, -1.8788)  0.584
H (1.4637, 1.0174, -4.7828)  0.036
H (0.1168, 0.5818, -5.8398)  0.328
H (1.7992, 0.3556, -6.3766)  0.370
H (0.6553, -0.9128, -3.8250)  -0.376
H (0.6794, -1.8885, -5.3730)  0.044
H (3.1769, -3.0417, -5.5243)  0.337
H (2.8881, -1.4581, -6.3641)  0.395
H (5.2446, -2.0000, -4.2822)  0.258
H (5.4055, -2.1979, -6.0660)  0.373
H (4.9544, -0.6540, -5.1289)  0.300
H (3.4257, -2.8542, -3.1806)  0.653
H (1.6874, -2.9893, -3.2656)  0.045
H (2.2884, -2.2695, -1.1314)  0.554
H (1.4932, -0.7865, -1.8484)  -0.408
H (3.2919, -0.9282, -1.6515)  -0.390
C (-1.7099, -2.4371, 0.6975)  1.724
Cl (-1.0634, -3.6916, 1.8181)  -0.166
Cl (-3.4401, -2.3972, 0.6922)  0.090
Cl (-0.9497, -2.6349, -0.8858)  0.082
H (-1.3098, -1.5190, 1.1529)  -1.916
C (0.5698, 6.3291, -2.9287)  2.274
Cl (0.3198, 5.7394, -4.6027)  -0.155
Cl (-0.8212, 5.8906, -1.9330)  -0.129
Cl (0.9950, 8.0265, -2.8410)  -0.128
H (1.4761, 5.7776, -2.5610)  -1.871

Net charge: 0
Molecular weight: 1250.7 g/mol
E_LUMO: 0.0167 Eh
SMILES string: CCN(CC)CC.CCN(CC)CC.CCN(CC)CC.CCN(CC)CC.CCN(CC)CC.CCN(CC)CC.CCN(CC)CC.CCN(CC)CC.CCN(CC)CC.CCN(CC)CC.ClC(Cl)Cl.ClC(Cl)Cl
Max |F|: 3.73 eV/Å
HOMO-LUMO gap: 8.5 eV
DFT total energy: -5761.8427 a.u.
Highest occupied orbital energy: -8.008 eV